# 1
The following is a DFT calculation (wB97M-V/def2-TZVPD) of a cluster of 10 separate species, C34H95N7O13 in total.

Its charge is 0. Its energy relative to the best compared isomer or geometry (same formula, charge and spin) is 546.7 kJ/mol. For the lowest unoccupied orbital energy, the calculation gives 0.2 eV. For the HOMO energy, the calculation gives -9.1 eV. The electronic energy is -2713.4585 Ha.

Atoms and positions in Å:
C1 -1.215500 -13.551610 -38.957940
C2 -0.885220 -13.185210 -37.486860
C3 -0.362730 -11.697260 -37.229380
O1 0.020990 -11.542870 -35.869210
C4 0.284430 -10.234330 -35.462120
N1 -2.191930 -13.420850 -36.806060
H1 -1.310870 -14.635770 -39.017990
H2 -0.486820 -13.346750 -39.742260
H3 -2.164470 -13.120890 -39.277340
H4 -0.169970 -13.864210 -37.022670
H5 -1.084710 -10.954350 -37.568360
H6 0.466910 -11.495010 -37.906810
H7 -0.373190 -9.451600 -35.840230
H8 1.284390 -10.037000 -35.848430
H9 0.393850 -10.098130 -34.386220
H10 -2.558540 -14.348830 -36.962740
H11 -1.987550 -13.400540 -35.817170
C5 -4.963790 3.006830 -28.467240
C6 -3.599200 3.442090 -27.896500
C7 -2.940360 2.503850 -26.795900
O2 -2.171390 3.386220 -26.023960
C8 -1.604340 2.807850 -24.848680
N2 -2.655890 3.436830 -28.975540
H12 -4.930170 2.346970 -29.334160
H13 -5.475650 3.914380 -28.787330
H14 -5.522090 2.501160 -27.679400
H15 -3.690610 4.426130 -27.436700
H16 -2.300820 1.727650 -27.216130
H17 -3.638510 1.890050 -26.226740
H18 -0.916440 3.516000 -24.386710
H19 -1.224580 1.788320 -24.915310
H20 -2.435800 2.670790 -24.157320
H21 -1.729050 3.662130 -28.643400
H22 -2.892920 4.085430 -29.712590
C9 4.427500 -9.444410 -26.450280
C10 5.724690 -8.916500 -25.951400
C11 6.166620 -7.469650 -26.416450
O3 7.552900 -7.294060 -26.192720
C12 8.070900 -6.063670 -26.667400
N3 5.686120 -9.133170 -24.522980
H23 3.535800 -8.952360 -26.061870
H24 4.375640 -10.512070 -26.236940
H25 4.530660 -9.337470 -27.530100
H26 6.439280 -9.635370 -26.352250
H27 5.559840 -6.713590 -25.918160
H28 5.911850 -7.366700 -27.471250
H29 7.492420 -5.194210 -26.355150
H30 8.336100 -5.932800 -27.716520
H31 9.056620 -5.961310 -26.213560
H32 6.467310 -8.639020 -24.115970
H33 4.838590 -8.774230 -24.107120
C13 0.516960 -10.238910 -20.990770
C14 1.248900 -9.217290 -20.047130
C15 0.658530 -7.730950 -20.286120
O4 1.018730 -7.210350 -21.595710
C16 0.982830 -5.816610 -21.694610
N4 0.874620 -9.723850 -18.727990
H34 -0.375150 -10.743150 -20.619310
H35 1.204200 -11.077990 -21.099140
H36 0.341930 -9.850660 -21.994130
H37 2.335230 -9.206830 -20.135840
H38 1.076490 -7.194980 -19.433980
H39 -0.425590 -7.735730 -20.173160
H40 0.078780 -5.369250 -21.281490
H41 1.124410 -5.493620 -22.726000
H42 1.771210 -5.559260 -20.987280
H43 1.409430 -9.424630 -17.925160
H44 1.098600 -10.704410 -18.819710
C17 0.107370 -3.344130 -38.543800
C18 -0.721850 -2.062690 -38.092150
C19 -1.882670 -2.348220 -37.071010
O5 -2.828390 -1.302760 -36.830420
C20 -2.588830 -0.368230 -35.797780
N5 0.104610 -0.972610 -37.557660
H45 0.717920 -3.738940 -37.731730
H46 0.809810 -3.131650 -39.349740
H47 -0.642640 -4.039060 -38.921480
H48 -1.226680 -1.639140 -38.960400
H49 -1.473740 -2.742910 -36.140910
H50 -2.449020 -3.191140 -37.467040
H51 -2.928640 -0.786090 -34.850150
H52 -3.126900 0.569540 -35.936340
H53 -1.578030 0.036370 -35.745950
H54 -0.550840 -0.207050 -37.491170
H55 0.282100 -1.352950 -36.639000
C21 6.019270 1.853850 -25.159880
C22 5.895950 3.069440 -26.095040
C23 7.136980 3.260530 -27.051600
O6 8.385610 3.221430 -26.417970
C24 8.714240 4.431910 -25.703340
N6 4.676700 2.906120 -26.852750
H56 5.299480 1.981400 -24.351330
H57 7.055440 1.720920 -24.848790
H58 5.765360 0.951420 -25.715980
H59 5.785450 3.985100 -25.514130
H60 7.020130 4.128400 -27.700650
H61 7.090600 2.437880 -27.765180
H62 8.158030 4.419380 -24.766020
H63 8.451320 5.325830 -26.268920
H64 9.761720 4.569630 -25.435170
H65 3.832440 3.087950 -26.329040
H66 4.602030 3.498410 -27.667440
C25 6.735270 -10.863210 -33.515550
C26 6.712280 -12.228120 -34.175230
C27 6.172000 -13.368310 -33.248220
O7 7.033890 -13.488730 -32.105480
C28 6.406460 -14.373590 -31.079010
N7 6.026150 -12.138040 -35.448160
H67 6.841910 -10.038840 -34.220630
H68 7.501650 -10.835930 -32.740950
H69 5.832020 -10.803540 -32.908370
H70 7.731980 -12.512910 -34.434450
H71 6.225780 -14.295180 -33.819280
H72 5.160280 -13.114810 -32.931570
H73 5.456800 -13.950190 -30.751910
H74 7.007510 -14.508300 -30.179740
H75 6.109120 -15.318970 -31.532820
H76 6.188330 -13.038190 -35.876560
H77 5.047780 -12.110210 -35.198910
C29 2.364100 -3.881600 -31.216550
C30 2.702960 -2.662100 -30.378290
O8 3.993840 -2.688220 -29.822860
O9 3.122520 -3.901360 -32.387750
H78 1.307900 -3.753240 -31.453340
H79 2.548890 -4.732910 -30.561400
H80 1.949540 -2.505030 -29.606410
H81 2.627290 -1.711950 -30.907050
H82 4.050880 -1.864140 -29.333740
H83 4.048220 -3.981910 -32.146520
C31 9.184870 -3.034210 -33.832590
C32 9.513460 -3.541210 -35.180740
O10 10.446070 -2.635530 -35.802760
O11 8.318810 -3.876700 -33.023020
H84 8.740550 -2.038890 -33.833450
H85 10.127410 -2.788720 -33.343240
H86 8.573870 -3.551700 -35.733150
H87 9.921810 -4.546190 -35.074100
H88 11.306050 -3.029060 -35.637910
H89 7.921500 -3.350890 -32.324970
C33 -3.588690 -8.006990 -25.495540
C34 -2.742330 -7.027350 -26.301020
O12 -2.453990 -7.568280 -27.594550
O13 -4.915640 -8.187410 -26.019150
H90 -3.685900 -7.687830 -24.457860
H91 -3.092290 -8.972600 -25.399210
H92 -1.835640 -6.779510 -25.749130
H93 -3.308120 -6.097670 -26.361640
H94 -3.259670 -7.613780 -28.114580
H95 -4.828830 -8.771010 -26.776430

Force components x, y, z for each atom (eV/Å):
C 0.7 -0.1 0.0
C -1.0 0.8 -0.1
C -0.4 -1.2 -0.6
O -1.4 -0.9 0.0
C 1.5 0.6 -0.5
N 0.6 0.9 0.6
H -0.2 -0.1 0.2
H 0.3 0.4 0.3
H 0.0 0.1 0.2
H 0.5 0.0 -0.4
H -0.6 0.0 0.5
H 0.6 -0.3 0.0
H -0.4 -0.3 -0.2
H 0.3 0.7 -0.1
H -0.5 -0.7 0.1
H 0.2 -0.2 -0.4
H -0.2 0.2 0.4
C 0.2 0.2 0.7
C 0.2 -1.8 0.3
C -0.7 0.5 -0.8
O 1.0 -0.2 0.7
C -1.5 0.2 0.4
N 0.9 0.1 -0.9
H 0.5 -0.1 0.1
H -0.3 -0.1 0.1
H -0.4 0.2 -0.1
H -0.2 0.0 0.3
H 0.3 0.1 -0.7
H -0.6 0.5 0.5
H 0.2 -0.2 -0.3
H 0.6 0.1 -0.7
H -0.2 0.1 0.5
H 0.1 0.2 0.0
H 0.0 0.1 0.0
C -0.2 0.1 -1.5
C 0.6 0.4 0.6
C -0.8 -1.4 -0.2
O -0.3 0.2 -0.4
C 1.0 0.3 0.8
N 0.9 0.3 0.6
H 0.0 0.2 -0.1
H -0.1 0.1 0.1
H -0.9 -0.1 -0.3
H 0.6 0.3 -0.1
H 0.0 0.2 0.5
H 0.2 -0.1 -0.4
H -0.3 -0.1 0.1
H -0.8 -0.7 -0.5
H 0.0 0.0 0.4
H 0.1 0.0 0.5
H -0.1 0.2 0.0
C 1.7 0.0 -0.5
C -2.5 0.9 -0.8
C 1.1 -1.5 -0.2
O -0.7 -1.9 0.7
C 0.4 -0.1 1.4
N -0.2 -0.2 0.3
H -0.2 0.8 0.4
H 0.2 -0.2 -0.3
H 0.0 0.1 0.1
H 0.0 0.1 -0.7
H 0.2 0.8 -0.2
H -0.1 -0.1 0.0
H -0.4 -0.1 -0.2
H 0.2 -0.1 0.2
H 0.4 1.3 -0.4
H 0.3 0.6 -0.2
H -0.3 -0.4 0.5
C -1.1 1.5 0.6
C -0.4 0.0 -0.2
C 0.3 -0.9 -0.5
O 0.5 0.2 -0.9
C 0.1 0.2 0.3
N 0.1 -1.0 -0.5
H -0.3 -0.2 0.2
H -0.2 0.4 0.0
H 0.3 -0.4 0.2
H 0.0 -0.2 -0.3
H 0.3 0.3 0.4
H -0.4 0.1 -0.1
H 0.3 0.0 0.2
H -0.7 -0.3 -0.5
H 0.4 -0.7 0.2
H 0.3 0.4 0.4
H 0.5 0.8 0.6
C 0.3 0.4 -0.7
C 0.6 0.4 0.1
C -1.3 -0.9 0.1
O 0.9 0.8 0.2
C -0.8 -0.3 0.1
N -0.6 -0.3 -1.2
H 0.3 -0.2 0.2
H -0.1 0.2 0.5
H -0.2 0.0 -0.1
H 0.4 0.1 0.5
H -0.1 0.6 0.3
H 0.3 -0.4 0.1
H -0.1 0.3 0.1
H -0.3 0.0 -0.2
H 0.1 -0.9 -0.4
H 0.1 -0.1 0.4
H 0.3 0.2 -0.1
C -0.1 -0.6 1.1
C 1.1 -0.2 0.4
C 1.4 1.0 0.0
O -1.1 -1.1 1.3
C -0.2 1.0 -1.4
N -0.3 -0.5 0.4
H -0.1 -0.2 0.1
H 0.3 0.1 -0.2
H -0.4 0.6 -0.3
H 0.2 0.0 0.2
H -0.4 -0.2 -0.1
H -0.3 -0.2 0.0
H -0.1 0.4 0.0
H 0.5 0.1 -0.5
H 0.5 -0.3 0.0
H -0.3 -0.1 -0.6
H -0.6 0.1 -0.5
C 0.5 1.5 1.1
C -0.9 1.2 0.1
O 0.4 -0.5 0.3
O 0.0 -0.4 -0.7
H 0.0 -0.5 -0.3
H -0.2 -0.5 -0.2
H -0.2 -0.6 0.5
H -0.2 -0.2 -1.0
H 0.4 0.0 0.1
H 0.1 0.0 0.0
C -0.4 1.5 2.5
C -0.6 0.0 -0.4
O -0.5 -0.8 0.3
O 0.9 -0.2 -1.0
H -0.3 0.1 -0.8
H 0.4 -0.6 0.5
H 0.3 -0.2 -0.5
H 0.0 -0.1 -0.3
H 0.2 0.2 -0.1
H 0.1 0.1 -0.1
C 0.0 -0.2 0.4
C -1.1 -0.5 0.1
O 0.5 0.3 0.5
O 0.7 0.3 0.1
H -0.2 0.4 -0.1
H 0.2 -0.2 -0.4
H 0.3 -0.4 -0.4
H -0.1 0.2 -0.3
H -0.1 0.2 0.1
H -0.1 -0.1 -0.1

Here are the Mulliken charges for atoms 1 to 99, given in e: -1.447, 0.570, -0.786, -0.290, -0.737, -0.753, 0.358, 0.374, 0.390, 0.257, 0.362, 0.370, 0.302, 0.300, 0.265, 0.234, 0.230, -1.452, 0.808, -0.902, -0.317, -0.774, -0.761, 0.384, 0.361, 0.328, 0.227, 0.390, 0.395, 0.264, 0.313, 0.309, 0.212, 0.213, -1.416, 0.508, -0.691, -0.322, -0.751, -0.633, 0.340, 0.365, 0.374, 0.208, 0.298, 0.364, 0.306, 0.285, 0.276, 0.260, 0.232, -1.362, 0.567, -0.765, -0.231, -0.751, -0.752, 0.395, 0.360, 0.318, 0.285, 0.318, 0.301, 0.291, 0.212, 0.331, 0.224, 0.256, -1.297, 0.264, -0.683, -0.345, -0.693, -0.715, 0.291, 0.342, 0.353, 0.315, 0.357, 0.320, 0.269, 0.265, 0.301, 0.304, 0.352, -1.280, 0.612, -0.850, -0.351, -0.729, -0.696, 0.335, 0.301, 0.330, 0.250, 0.419, 0.372, 0.272, 0.319



# 2
The following is a DFT calculation (wB97M-V/def2-TZVPD) of a cluster of 2 separate species, C4H9NO in total.

Its charge is 0. Its energy relative to the best compared isomer or geometry (same formula, charge and spin) is 265.7 kJ/mol. For the lowest unoccupied orbital energy, the calculation gives 0.9 eV. For the HOMO energy, the calculation gives -9.6 eV. The electronic energy is -287.7312 Ha.

Atoms and positions in Å:
C1 2.579590 1.825549 -1.873050
C2 2.465763 3.948039 -0.963481
N1 3.054187 3.155298 -1.736248
H1 2.151595 1.582274 -2.851243
H2 3.379401 1.099976 -1.814982
H3 1.810031 1.566055 -1.123896
H4 2.658858 4.987387 -0.710673
H5 1.684255 3.501519 -0.315934
O1 -3.512011 -2.855724 0.648779
C3 -3.115157 -2.973419 1.792816
C4 -1.612090 -2.859600 1.970392
H6 -3.900760 -3.214204 2.528250
H7 -1.212377 -2.869457 2.984329
H8 -1.151034 -3.523796 1.253677
H9 -1.384734 -1.844978 1.614954

Force components x, y, z for each atom (eV/Å):
C -0.8 -1.1 0.3
C -1.1 -1.4 1.4
N 0.8 1.5 -1.1
H 0.0 0.7 -0.1
H 0.5 0.0 0.4
H 0.1 0.0 0.0
H 0.7 0.0 -0.7
H -0.2 0.4 -0.1
O -0.2 0.0 0.6
C -0.1 -0.3 -1.9
C -0.5 1.3 0.6
H 0.6 0.1 0.7
H -0.1 -0.6 0.0
H 0.2 -0.4 0.2
H 0.0 -0.2 -0.1

Atomic charges from the Mulliken analysis, expressed in e, are listed below: -0.618, -0.151, -0.363, 0.234, 0.229, 0.264, 0.259, 0.145, -0.461, 0.068, -0.744, 0.367, 0.291, 0.253, 0.226



# 3
The following is a DFT calculation (wB97M-V/def2-TZVPD) of the ion C4H11N2O with charge -1.

Its charge is -1. Its energy relative to the best compared isomer or geometry (same formula, charge and spin) is 260.2 kJ/mol. For the lowest unoccupied orbital energy, the calculation gives 4.0 eV. For the HOMO energy, the calculation gives -2.1 eV. The electronic energy is -343.6721 Ha.

Atoms and positions in Å:
C1 1.165097 -0.433024 -0.478979
C2 0.890037 0.793865 0.437636
C3 0.681513 0.269414 2.031361
O1 1.780421 0.798092 2.732205
N1 -0.063734 -1.307508 -0.739752
C4 -1.077295 -0.576693 -1.605562
N2 -1.988535 0.353653 -0.931405
H1 1.486952 -0.042133 -1.477966
H2 1.952031 -1.102637 -0.085614
H3 1.785914 1.501523 0.465669
H4 -0.073968 1.306342 0.379589
H5 -0.303821 0.623717 2.242975
H6 0.721030 -0.826165 2.264988
H7 -0.517197 -1.143124 0.220430
H8 -0.597625 0.051981 -2.448346
H9 -1.773596 -1.293024 -2.160426
H10 -2.543653 -0.174172 -0.219160
H11 -1.523574 1.199899 -0.627637

Force components x, y, z for each atom (eV/Å):
C -0.9 0.9 -1.4
C 0.8 -1.8 2.2
C 4.6 1.1 -0.5
O -1.8 -0.3 -0.2
N -1.1 2.3 1.4
C 0.0 0.4 -1.3
N -0.8 -1.2 -0.1
H 0.0 -0.6 0.5
H -0.3 0.6 0.1
H -1.4 -1.0 0.1
H 0.5 0.2 -1.2
H -1.3 0.6 0.9
H -0.5 0.0 -1.1
H 0.6 -1.1 -1.5
H -0.2 -1.2 1.3
H 1.2 0.4 0.9
H 0.9 1.3 -0.6
H -0.3 -0.5 0.5

Atomic charges from the Mulliken analysis, expressed in e, are listed below: -0.565, -0.119, -0.419, -0.927, -0.453, -0.433, -0.631, 0.302, 0.305, 0.260, -0.133, 0.213, 0.189, 0.257, 0.289, 0.265, 0.259, 0.339



# 4
The following is a DFT calculation (wB97M-V/def2-TZVPD) of a structure of composition C3H4N2O3.

Its charge is 0. Its energy relative to the best compared isomer or geometry (same formula, charge and spin) is 660.1 kJ/mol. For the lowest unoccupied orbital energy, the calculation gives -0.1 eV. For the HOMO energy, the calculation gives -9.3 eV. The electronic energy is -451.7283 Ha.

Atoms and positions in Å:
C1 0.358534 -0.180060 0.587716
C2 0.456512 0.816046 -0.322543
C3 -0.103205 -1.397977 -0.249098
H1 1.543070 0.253247 2.236431
H2 0.863915 -1.203354 2.362915
H3 0.516719 1.918273 0.014320
H4 -1.713379 1.983903 -2.166477
N1 0.801011 -0.280591 1.976107
N2 -0.296436 0.543640 -1.549348
O1 -1.483883 1.079207 -1.253465
O2 -0.716427 -0.999391 -1.478904
O3 -0.226431 -2.532943 -0.157654

Force components x, y, z for each atom (eV/Å):
C 1.8 -1.2 0.0
C -1.3 0.6 2.3
C -2.2 3.7 -2.5
H 2.3 2.0 0.5
H -0.2 -0.4 -0.3
H 0.3 -1.9 -1.2
H 0.9 -4.2 3.8
N -3.4 -1.4 -3.3
N 0.5 -2.3 0.0
O -3.0 5.9 -4.0
O 3.2 4.4 1.6
O 1.0 -5.1 3.0

Atomic charges from the Mulliken analysis, expressed in e, are listed below: 0.153, -0.208, 0.671, 0.211, 0.250, 0.272, 0.390, -0.519, 0.006, -0.462, -0.286, -0.477